w.
The following is a quantum chemistry calculation of a cluster of 2 separate species, C33H35BF2O2S in total, from the OMol25 dataset.

Last column: Mulliken charge in e.
Positions of all 74 atoms, in Å:
S1 1.553 2.752 2.246  -0.347
F1 -4.500 -3.421 -3.985  -0.327
F2 -2.523 -4.242 3.124  -0.400
O1 1.956 0.605 0.251  -0.624
O2 0.179 0.981 -1.153  -0.269
C1 0.254 4.697 1.094  -0.920
C2 -1.837 0.869 0.979  -0.765
C3 1.315 1.290 -2.004  1.933
C4 -3.167 -3.134 -4.126  0.202
C5 -2.833 0.356 1.781  -1.009
C6 -0.345 -3.637 3.852  -0.754
C7 1.038 -2.282 2.377  -0.764
C8 -1.269 0.161 3.625  -1.358
C9 -0.022 -2.112 1.464  0.322
C10 -1.049 -2.629 -3.108  0.509
C11 2.571 1.059 -1.000  1.726
C12 -0.341 3.491 0.612  -0.536
C13 1.959 5.427 2.857  -1.351
C14 -0.276 -2.307 -1.947  -0.217
C15 -2.576 0.031 3.127  1.065
C16 -0.544 1.145 1.539  0.585
C17 1.207 2.696 -2.547  -1.888
C18 -3.628 -0.550 4.028  -1.498
C19 -1.197 -3.069 -5.505  -0.622
C20 -0.757 -1.608 -0.912  -1.011
C21 0.867 -3.003 3.564  -0.608
C22 3.540 -0.036 -1.437  -1.844
C23 1.259 4.443 2.014  0.819
C24 -1.182 -2.860 1.688  -0.430
C25 -0.250 0.577 2.817  -0.213
C26 3.351 2.320 -0.680  -1.893
C27 -2.442 -2.791 -2.993  -0.531
C28 -1.321 -3.593 2.870  0.264
C29 0.132 2.383 1.285  1.312
C30 -2.585 -3.255 -5.386  -0.595
C31 0.176 -1.289 0.196  0.839
C32 -0.427 -2.773 -4.380  -0.543
C33 1.269 0.338 -3.180  -1.700
B1 0.668 0.171 -0.089  0.257
H1 1.762 6.403 2.419  0.388
H2 2.001 -1.794 2.154  0.445
H3 -1.803 -1.276 -0.851  0.315
H4 1.560 5.390 3.875  0.237
H5 -3.574 -1.645 4.026  0.178
H6 4.050 2.099 0.142  0.440
H7 2.092 0.500 -3.882  0.460
H8 -3.192 -3.518 -6.249  0.423
H9 1.276 -0.711 -2.878  -0.113
H10 -2.919 -2.678 -2.023  0.498
H11 3.030 5.218 2.878  0.338
H12 3.920 2.697 -1.555  0.339
H13 1.204 -1.600 -0.117  0.249
H14 -1.085 -0.085 4.672  0.339
H15 1.043 3.420 -1.748  0.332
H16 -2.020 -2.844 0.996  0.515
H17 -0.515 -4.152 4.796  0.459
H18 2.106 2.964 -3.124  0.315
H19 0.771 0.531 3.194  0.319
H20 -2.027 1.072 -0.077  0.455
H21 -3.455 -0.226 5.059  0.396
H22 0.799 -2.547 -1.953  0.861
H23 0.361 2.735 -3.236  0.456
H24 -0.065 5.705 0.836  0.382
H25 -1.141 3.394 -0.126  0.524
H26 -4.640 -0.264 3.731  0.399
H27 1.690 -3.031 4.307  0.351
H28 2.658 3.096 -0.319  0.252
H29 -0.710 -3.142 -6.481  0.367
H30 0.663 -2.615 -4.453  0.327
H31 4.072 0.207 -2.366  0.401
H32 4.307 -0.178 -0.665  0.375
H33 3.052 -1.005 -1.576  0.247
H34 0.335 0.501 -3.721  0.498
H35 -3.829 0.178 1.359  0.420

Properties
- Structure (SMILES): CC1(C)OB([C@H](/C=C/c2cccc(F)c2)c2cccc(F)c2)OC1(C)C.Cc1ccc(-c2ccc(C)s2)cc1
- 2S+1: 1
- Orbital gap: 0.262 hartree
- LUMO energy: -0.08 eV

x.
The following is a quantum chemistry calculation of a cluster of 2 separate species, C33H35BF2O2S in total, from the OMol25 dataset.

Last column: Mulliken charge in e.
Positions of all 74 atoms, in Å:
S1 1.594 7.223 3.613  -0.261
F1 -4.549 -0.260 -1.411  -0.332
F2 -0.094 -0.511 4.625  -0.416
O1 0.042 4.738 0.141  -0.374
O2 2.239 4.957 0.856  -0.604
C1 2.552 7.160 0.044  -1.672
C2 -1.211 1.226 -1.547  0.518
C3 -0.197 6.885 -0.813  -1.758
C4 0.067 6.433 3.270  0.873
C5 -0.393 8.725 2.918  -0.595
C6 2.472 2.415 3.243  -0.566
C7 0.423 4.899 -2.195  -1.728
C8 3.200 5.103 -1.293  -1.799
C9 1.034 2.709 1.205  1.012
C10 -2.435 0.758 -1.019  -0.579
C11 0.359 1.254 3.117  -0.244
C12 1.568 9.956 4.133  -1.295
C13 -1.036 1.279 -2.945  -0.659
C14 -1.807 2.189 6.427  -1.340
C15 1.239 2.210 2.614  0.337
C16 0.642 4.497 4.656  -0.386
C17 -1.432 4.428 3.399  -0.166
C18 -3.221 0.289 -3.297  -0.649
C19 -3.389 0.285 -1.913  0.314
C20 -1.884 3.428 4.251  -1.188
C21 -0.200 2.194 0.506  -0.984
C22 0.157 3.524 5.514  -0.941
C23 -0.105 1.664 -0.727  -0.686
C24 -2.032 0.834 -3.803  -0.567
C25 0.783 0.426 4.143  0.090
C26 2.056 0.506 4.690  -0.672
C27 0.626 5.606 -0.846  1.658
C28 -1.172 3.081 5.406  0.856
C29 2.901 1.517 4.226  -0.816
C30 -0.827 7.367 2.743  -0.699
C31 -0.209 5.087 3.694  0.671
C32 0.867 8.803 3.522  0.609
C33 2.164 5.757 -0.365  1.696
B1 1.144 4.148 0.727  0.348
H1 0.796 3.099 6.297  0.357
H2 -1.153 2.246 1.034  0.668
H3 4.192 5.182 -0.827  0.397
H4 -2.843 2.927 4.058  0.345
H5 0.161 7.636 -1.529  0.329
H6 -1.786 7.041 2.346  0.434
H7 -2.900 2.256 6.333  0.392
H8 3.539 7.133 0.513  0.443
H9 3.099 3.244 2.904  0.516
H10 -1.223 6.647 -1.121  0.440
H11 3.255 5.610 -2.261  0.397
H12 0.893 3.902 -2.235  0.154
H13 -2.012 4.738 2.528  0.368
H14 -0.989 9.598 2.638  0.352
H15 3.906 1.595 4.623  0.408
H16 -1.876 0.894 -4.881  0.367
H17 2.620 7.833 -0.817  0.341
H18 1.065 10.909 3.918  0.380
H19 1.683 4.820 4.721  0.252
H20 0.814 5.514 -3.020  0.403
H21 -3.987 -0.115 -3.953  0.435
H22 2.972 4.040 -1.470  0.208
H23 1.833 7.562 0.769  0.102
H24 -1.542 1.126 6.315  0.187
H25 1.918 2.306 0.634  0.261
H26 0.886 1.641 -1.199  0.558
H27 -1.526 2.488 7.444  0.376
H28 2.362 -0.220 5.439  0.457
H29 -0.623 1.094 2.674  0.605
H30 1.633 9.833 5.227  0.249
H31 -0.095 1.678 -3.333  0.335
H32 -0.661 4.780 -2.365  0.448
H33 -2.585 0.725 0.058  0.504
H34 -0.235 7.319 0.192  0.216
H35 2.594 9.992 3.742  0.310

Properties
- Structure (SMILES): CC1(C)OB([C@H](/C=C/c2cccc(F)c2)c2cccc(F)c2)OC1(C)C.Cc1ccc(-c2ccc(C)s2)cc1
- 2S+1: 1
- Orbital gap: 0.284 hartree
- LUMO energy: 0.34 eV

Energy above the most stable structure, in hartree: w 0.0461; x 0.0000